1.
{
  "formula": "C51H74N12O17",
  "method": "wB97M-V/def2-TZVPD",
  "elements": ["C", "O", "N", "C", "C", "H", "H", "H", "H", "H", "H", "H", "C", "O", "N", "C", "C", "H", "H", "H", "H", "H", "H", "H", "C", "O", "N", "C", "C", "H", "H", "H", "H", "H", "H", "H", "C", "O", "N", "C", "C", "H", "H", "H", "H", "H", "H", "H", "C", "O", "N", "C", "C", "H", "H", "H", "H", "H", "H", "H", "C", "O", "N", "C", "C", "H", "H", "H", "H", "H", "H", "H", "C", "O", "N", "C", "C", "H", "H", "H", "H", "H", "H", "H", "C", "C", "C", "C", "C", "C", "N", "O", "O", "H", "H", "H", "H", "H", "C", "C", "C", "C", "C", "C", "N", "O", "O", "H", "H", "H", "H", "H", "C", "C", "C", "C", "C", "C", "N", "O", "O", "H", "H", "H", "H", "H", "C", "C", "C", "C", "C", "C", "N", "O", "O", "H", "H", "H", "H", "H", "C", "C", "C", "C", "C", "C", "N", "O", "O", "H", "H", "H", "H", "H"],
  "coordinates": [[-3.6297, -0.4141, 4.2187], [-2.6267, -0.5171, 4.9014], [-4.8582, -0.5929, 4.7537], [-5.1627, -0.8354, 6.1104], [-5.9951, -0.4959, 3.9311], [-3.6239, -0.1322, 3.1545], [-4.3072, -0.6696, 6.7651], [-5.5243, -1.8410, 6.3256], [-6.0103, -0.2352, 6.4410], [-6.6636, 0.2579, 4.3469], [-5.7852, -0.2390, 2.8928], [-6.5722, -1.4169, 4.0140], [4.2761, -1.9087, 2.0803], [3.0933, -2.0582, 2.4405], [4.7289, -0.7853, 1.4541], [6.2113, -0.6527, 1.3038], [3.8765, 0.2794, 1.1103], [5.0317, -2.6546, 2.3720], [6.4908, -0.2330, 0.3374], [6.7142, -1.6191, 1.3404], [6.5615, -0.0507, 2.1422], [3.9178, 1.1170, 1.8067], [4.0463, 0.5546, 0.0694], [2.8681, -0.1288, 1.1784], [-0.3345, 1.1393, -4.1590], [-0.3704, 1.7282, -3.0825], [-1.3483, 1.2440, -5.0772], [-1.3084, 0.4124, -6.2483], [-2.5634, 2.0669, -4.9087], [0.4633, 0.4799, -4.5344], [-0.6295, -0.4403, -6.2503], [-0.9110, 0.9660, -7.0990], [-2.2549, -0.0296, -6.5595], [-3.4497, 1.4450, -5.0349], [-2.6332, 2.5950, -3.9578], [-2.7345, 2.8184, -5.6795], [-3.0919, 4.6949, 5.9461], [-2.1305, 5.3515, 5.6540], [-3.5425, 3.6167, 5.3185], [-4.6161, 2.8572, 5.8696], [-3.1051, 3.1652, 4.0849], [-3.6037, 4.8088, 6.9143], [-4.3678, 1.7967, 5.9116], [-5.5440, 2.9557, 5.3062], [-4.8131, 3.0849, 6.9172], [-2.7304, 2.1524, 3.9362], [-3.8468, 3.3369, 3.3049], [-2.1987, 3.7492, 3.9253], [-0.3424, -2.5121, 6.7179], [-0.1630, -3.0183, 7.8262], [0.5318, -2.7790, 5.7011], [0.1617, -2.5366, 4.3253], [1.5649, -3.7078, 5.7659], [-1.2055, -1.8840, 6.4482], [-0.4178, -3.4355, 4.1150], [0.9583, -2.3927, 3.5953], [-0.5678, -1.7314, 4.2376], [1.2613, -4.7317, 5.5478], [2.3461, -3.5548, 5.0213], [1.9286, -3.6507, 6.7918], [4.2945, 3.8993, -3.6418], [4.5454, 2.8100, -4.0346], [3.5214, 4.1738, -2.5900], [3.1825, 5.5226, -2.3051], [2.9175, 3.1404, -1.7157], [4.6578, 4.8031, -4.1550], [3.9305, 6.3121, -2.3780], [2.8487, 5.5327, -1.2675], [2.2738, 5.9187, -2.7583], [3.2376, 2.1166, -1.9094], [2.7617, 3.3637, -0.6602], [1.8631, 3.2192, -1.9807], [-4.3013, 1.3699, 0.9571], [-5.1223, 1.7410, 1.7868], [-3.5030, 2.1168, 0.1685], [-3.4444, 3.6119, 0.2492], [-2.8531, 1.5536, -1.0149], [-4.0201, 0.3154, 0.8114], [-3.9423, 4.0912, -0.5937], [-2.3916, 3.8771, 0.1525], [-3.8940, 3.9207, 1.1929], [-3.0983, 0.5077, -1.1998], [-3.0257, 2.2731, -1.8153], [-1.7783, 1.6231, -0.8473], [2.8983, -1.7833, -5.8066], [1.6150, -2.2986, -5.5349], [0.7617, -2.6703, -6.5440], [1.1832, -2.4836, -7.9137], [2.3735, -1.8165, -8.1559], [3.3171, -1.5436, -7.1187], [0.3216, -2.9403, -9.0500], [0.6717, -2.8052, -10.2189], [-0.6140, -3.6212, -8.7355], [3.5845, -1.5503, -5.0059], [1.3574, -2.5454, -4.5155], [-0.1788, -3.1674, -6.3576], [2.6303, -1.6572, -9.1928], [4.3211, -1.2278, -7.3610], [5.0829, -3.8970, -2.6140], [3.8194, -3.5254, -2.2379], [2.7104, -4.2850, -2.6727], [2.8783, -5.4791, -3.3743], [4.2059, -5.8724, -3.6487], [5.3138, -5.0733, -3.3306], [1.6381, -6.3064, -3.5970], [0.6094, -6.0255, -3.0081], [1.7009, -7.1699, -4.4532], [5.8887, -3.1802, -2.5565], [3.6719, -2.6405, -1.6366], [1.7684, -4.0166, -2.2179], [4.3944, -6.7155, -4.2968], [6.3382, -5.2543, -3.6211], [1.4530, -6.3486, -0.1260], [0.2787, -7.1975, -0.0718], [-0.8972, -6.7817, 0.6219], [-1.0324, -5.5025, 1.2068], [0.1674, -4.7800, 1.2955], [1.3867, -5.1328, 0.6307], [-2.2550, -4.9854, 1.7245], [-2.2371, -3.8739, 2.2876], [-3.2934, -5.6131, 1.4854], [2.3440, -6.6781, -0.6398], [0.1849, -8.1309, -0.6069], [-1.7580, -7.4323, 0.5754], [0.1336, -3.7637, 1.6593], [2.1250, -4.3453, 0.5963], [-1.0320, 9.2423, 1.4064], [-0.3022, 8.7294, 0.4011], [0.0787, 7.4031, 0.4166], [-0.3935, 6.5487, 1.3646], [-1.2451, 7.0804, 2.4226], [-1.5295, 8.4726, 2.4272], [-0.1931, 5.0210, 1.3066], [-0.5900, 4.2960, 2.2108], [0.4439, 4.5281, 0.3967], [-1.3656, 10.2685, 1.4523], [0.0711, 9.2952, -0.4397], [0.6217, 7.0736, -0.4569], [-1.5359, 6.3831, 3.1943], [-2.1626, 8.9762, 3.1426], [-0.6664, 0.7850, 1.6116], [0.2906, 1.3641, 0.7556], [0.6357, 0.5477, -0.3582], [0.0229, -0.7384, -0.5296], [-0.7917, -1.2803, 0.4043], [-1.1221, -0.5301, 1.5181], [0.4020, -1.4936, -1.7339], [-0.4780, -2.2803, -2.1649], [1.5725, -1.4139, -2.1549], [-0.9569, 1.2553, 2.5394], [0.7986, 2.3034, 0.9165], [1.3541, 0.9171, -1.0750], [-1.0733, -2.3229, 0.3901], [-1.8264, -0.9163, 2.2401]],
  "smiles": "O=[N+]([O-])c1ccccc1.O=[N+]([O-])c1ccccc1.O=[N+]([O-])c1ccccc1.O=[N+]([O-])c1ccccc1.O=[N+]([O-])c1ccccc1.CN(C)C=O.CN(C)C=O.CN(C)C=O.CN(C)C=O.CN(C)C=O.CN(C)C=O.CN(C)C=O",
  "homo_ev": -8.25
}

2.
{
  "formula": "C51H79N12O4",
  "method": "wB97M-V/def2-TZVPD",
  "elements": ["N", "O", "O", "O", "C", "C", "C", "C", "C", "C", "N", "O", "C", "C", "C", "H", "H", "H", "H", "H", "H", "H", "H", "H", "H", "H", "H", "H", "H", "H", "H", "H", "H", "C", "N", "C", "C", "C", "C", "C", "C", "C", "C", "N", "C", "C", "C", "H", "H", "H", "H", "H", "H", "H", "H", "H", "H", "H", "H", "H", "H", "C", "N", "C", "C", "C", "C", "C", "C", "C", "C", "N", "C", "C", "C", "H", "H", "H", "H", "H", "H", "H", "H", "H", "H", "H", "H", "H", "H", "C", "C", "N", "C", "C", "N", "C", "C", "H", "H", "H", "H", "H", "H", "H", "H", "H", "H", "H", "C", "C", "N", "C", "C", "N", "C", "C", "H", "H", "H", "H", "H", "H", "H", "H", "H", "H", "H", "C", "C", "N", "C", "C", "N", "C", "C", "H", "H", "H", "H", "H", "H", "H", "H", "H", "H", "H"],
  "coordinates": [[15.7600, 19.4937, 19.3804], [15.6481, 19.7599, 18.2270], [15.3325, 20.2183, 20.2762], [16.2671, 18.4206, 19.7561], [12.2207, 17.5305, 18.4811], [11.4328, 17.3642, 19.7605], [10.5318, 16.1096, 19.6260], [11.3892, 14.7984, 19.7613], [12.1090, 14.7032, 21.1522], [12.9074, 15.9680, 21.4947], [12.3251, 17.2910, 21.0250], [13.0168, 18.4442, 21.3752], [14.3090, 15.8208, 20.8810], [13.0991, 16.0211, 23.0447], [10.3488, 18.4819, 19.9750], [11.5738, 17.4151, 17.6115], [12.9954, 16.7920, 18.2751], [12.6438, 18.5348, 18.4600], [9.9803, 16.1236, 18.6858], [9.7832, 16.1716, 20.4158], [12.2338, 14.7562, 19.0737], [10.7462, 13.9312, 19.6104], [12.6842, 13.7918, 21.3151], [11.1891, 14.5844, 21.7246], [14.3434, 16.0933, 19.8262], [14.6321, 14.7843, 20.9786], [15.0272, 16.4173, 21.4436], [12.2741, 15.9738, 23.7555], [13.6150, 16.9105, 23.4067], [13.7197, 15.1583, 23.2865], [10.8351, 19.4559, 19.9200], [9.7800, 18.3929, 20.9006], [9.6720, 18.4587, 19.1208], [24.5779, 21.8670, 23.7419], [23.1904, 21.2820, 23.8127], [22.5602, 21.2178, 24.9844], [21.1999, 21.0798, 25.1800], [20.4544, 20.8404, 23.9960], [21.0779, 20.9712, 22.7330], [22.4643, 21.2372, 22.6352], [18.9995, 20.3426, 24.2039], [18.2200, 19.8275, 23.2100], [16.8716, 19.6680, 23.3677], [16.3089, 19.8568, 24.5775], [16.9824, 20.5231, 25.5879], [18.3001, 20.7749, 25.3651], [14.8763, 19.4172, 24.7102], [24.6059, 22.6498, 22.9839], [25.1920, 21.0242, 23.4244], [24.8052, 22.2794, 24.7249], [23.1098, 21.4976, 25.8710], [20.9738, 20.8856, 26.2180], [20.5672, 20.8424, 21.7901], [22.9061, 21.3740, 21.6593], [18.6264, 19.7086, 22.2165], [16.1743, 19.2729, 22.6437], [16.3596, 20.7329, 26.4449], [18.8905, 21.3535, 26.0600], [14.5654, 19.5819, 25.7419], [14.8092, 18.3554, 24.4736], [14.2562, 20.0836, 24.1106], [16.6617, 13.0410, 21.4560], [17.3097, 13.9210, 20.4411], [17.5638, 15.2800, 20.6112], [18.3449, 15.9369, 19.6997], [18.8288, 15.2696, 18.5337], [18.6413, 13.8793, 18.5364], [17.8282, 13.2269, 19.4204], [19.5027, 15.8367, 17.3616], [20.6413, 16.6259, 17.5155], [21.2608, 17.0945, 16.4291], [20.7552, 16.8712, 15.1130], [19.6231, 16.1325, 14.9909], [18.9674, 15.6337, 16.1244], [21.2798, 17.5143, 13.8377], [15.9578, 12.4309, 20.8900], [16.2333, 13.7088, 22.2035], [17.4937, 12.4589, 21.8524], [17.1514, 15.7000, 21.5166], [18.4284, 17.0120, 19.7584], [18.8294, 13.2593, 17.6724], [17.4442, 12.2538, 19.1520], [21.0853, 16.7166, 18.4958], [22.1461, 17.7109, 16.4817], [19.2493, 15.9968, 13.9868], [18.0020, 15.1749, 15.9697], [20.3669, 17.6101, 13.2499], [22.1075, 16.8687, 13.5441], [21.7114, 18.4967, 14.0292], [24.1565, 21.7769, 17.8418], [23.5520, 20.3455, 17.5409], [22.0583, 20.4202, 17.3475], [21.4257, 20.7376, 16.1999], [20.0983, 20.7356, 16.4303], [19.9148, 20.1788, 17.6805], [21.1014, 20.0701, 18.2788], [18.6294, 19.8169, 18.2763], [24.2299, 22.3315, 16.9063], [25.1978, 21.6994, 18.1545], [23.4406, 22.1740, 18.5615], [23.7248, 19.6207, 18.3365], [23.9406, 20.0321, 16.5720], [21.9757, 20.8282, 15.2749], [19.2381, 20.8407, 15.7858], [21.3941, 19.7689, 19.2738], [18.0355, 19.0944, 17.7163], [18.0285, 20.7248, 18.3279], [18.7539, 19.3881, 19.2706], [7.4341, 22.5016, 22.9980], [7.9355, 21.3126, 22.1303], [9.1690, 21.6883, 21.5590], [9.3572, 22.3434, 20.4208], [10.6801, 22.5669, 20.2656], [11.3180, 21.8771, 21.2359], [10.4055, 21.3517, 22.0675], [12.7516, 21.6928, 21.2614], [7.2243, 23.3787, 22.3858], [8.1384, 22.6653, 23.8136], [6.5390, 22.0978, 23.4711], [7.3551, 21.0132, 21.2576], [8.2194, 20.5271, 22.8307], [8.5117, 22.6817, 19.8401], [11.1807, 23.0828, 19.4595], [10.5490, 20.7602, 22.9597], [13.1119, 21.2464, 22.1882], [13.2874, 22.5465, 20.8465], [13.0296, 20.8792, 20.5915], [9.9790, 16.4216, 14.1201], [11.1387, 16.9275, 13.1774], [12.3315, 17.3735, 13.9484], [12.6092, 18.6646, 14.2984], [13.8087, 18.6912, 15.1216], [14.1266, 17.3450, 15.4081], [13.2758, 16.5806, 14.6685], [15.2302, 16.8697, 16.1165], [10.3110, 15.9214, 15.0298], [9.1578, 15.9056, 13.6225], [9.3220, 17.2029, 14.5023], [10.7871, 17.7904, 12.6118], [11.4894, 16.1457, 12.5037], [12.0726, 19.4739, 13.8255], [14.3797, 19.5007, 15.5518], [13.2886, 15.5015, 14.7098], [15.5992, 16.0115, 15.5549], [14.9688, 16.5376, 17.1213], [15.8602, 17.7431, 16.2850]],
  "total_charge": 8,
  "multiplicity": 2,
  "homo_ev": [-24.03, -24.03]
}